# 1
{"formula": "C45H64IrN8O4P", "method": "ωB97M-V with the def2-TZVPD basis set", "total_energy_ha": -2937.76808, "e_homo_ev": [-9.483, -9.983], "s_squared": 1.220, "relative_energy_ev": 1.852, "spin_multiplicity": 2, "charge": 1, "elements": ["Ir", "N", "C", "C", "O", "O", "H", "H", "H", "H", "C", "C", "C", "C", "C", "C", "C", "N", "C", "C", "C", "C", "C", "C", "C", "N", "C", "C", "C", "C", "H", "H", "H", "H", "H", "H", "H", "H", "H", "H", "H", "H", "H", "H", "H", "H", "H", "H", "H", "H", "H", "H", "H", "H", "O", "C", "O", "C", "C", "C", "C", "C", "C", "C", "C", "C", "N", "H", "H", "H", "H", "H", "H", "N", "P", "N", "C", "C", "C", "C", "C", "N", "C", "C", "C", "C", "C", "N", "C", "C", "C", "C", "C", "H", "H", "H", "H", "H", "H", "H", "H", "H", "H", "H", "H", "H", "H", "H", "H", "H", "H", "H", "H", "H", "H", "H", "H", "H", "H", "H", "H", "H", "H"], "coordinates": [[0.644980, -0.821967, 0.105010], [2.579631, -1.071224, -2.303018], [3.611546, -0.199272, -2.345359], [4.036556, 0.485259, -0.460344], [4.715472, 1.454202, -0.635532], [3.473257, -0.289743, 0.257334], [2.714615, -1.976788, -1.880480], [1.648821, -0.704348, -2.156889], [3.409725, 0.762553, -2.799245], [4.599086, -0.608883, -2.518126], [0.393837, 4.319678, 4.895926], [1.110211, 4.515580, 3.554202], [2.613120, 4.726216, 3.795314], [0.540248, 5.757196, 2.866889], [0.939827, 3.268014, 2.698880], [0.457385, 3.298407, 1.395691], [0.372571, 2.136885, 0.659052], [0.734543, 0.951576, 1.147582], [1.212787, 0.885215, 2.412013], [1.315076, 2.020140, 3.196412], [1.625318, -0.453609, 2.851891], [2.185791, -0.722460, 4.094021], [2.601410, -2.008152, 4.409982], [2.423917, -2.986551, 3.431789], [1.854071, -2.663285, 2.223884], [1.453908, -1.422211, 1.937631], [3.242817, -2.368421, 5.739939], [3.316035, -1.174271, 6.689203], [4.667301, -2.877181, 5.469274], [2.415178, -3.478454, 6.404886], [0.459121, 5.239022, 5.480055], [0.845183, 3.523875, 5.490433], [-0.662335, 4.084482, 4.752554], [2.764217, 5.606764, 4.421941], [3.146293, 4.879332, 2.855684], [3.063164, 3.872927, 4.305009], [0.648351, 6.619498, 3.525561], [-0.522455, 5.644460, 2.642402], [1.069872, 5.986721, 1.940993], [0.145233, 4.220465, 0.930661], [0.008666, 2.112995, -0.355302], [1.704213, 1.939873, 4.201356], [2.309476, 0.075006, 4.812193], [2.735332, -4.008223, 3.598574], [1.724024, -3.395943, 1.438497], [3.933610, -0.369186, 6.284355], [3.770605, -1.490384, 7.628153], [2.325947, -0.776194, 6.922732], [5.273485, -2.108746, 4.986207], [4.666865, -3.761415, 4.831651], [5.145914, -3.146233, 6.412433], [1.383375, -3.159392, 6.563998], [2.847160, -3.727277, 7.375475], [2.402512, -4.389346, 5.805884], [0.181982, -4.757812, -0.929659], [0.045712, -3.611471, -0.559285], [0.889255, -2.650515, -0.778038], [-1.161537, -3.250635, 0.282411], [-2.147271, -4.225685, 0.523295], [-3.188964, -3.906640, 1.344586], [-3.246005, -2.624870, 1.939808], [-4.293117, -2.225918, 2.800488], [-4.305457, -0.970556, 3.340814], [-3.270365, -0.059459, 3.046534], [-2.242603, -0.415497, 2.217600], [-2.213994, -1.706578, 1.645633], [-1.199639, -2.046824, 0.803536], [-2.036436, -5.191952, 0.052876], [-3.967746, -4.627010, 1.563522], [-5.083859, -2.933533, 3.019018], [-5.109865, -0.668047, 3.997873], [-3.298887, 0.932437, 3.479589], [-1.453683, 0.280189, 1.964813], [0.071349, 0.045890, -1.521238], [-0.843776, -0.022028, -2.824188], [-0.478656, -0.956183, -4.138676], [-0.562512, -2.426176, -4.056750], [0.757228, -3.069848, -4.461247], [1.063214, -2.776073, -5.932437], [0.528652, -1.396940, -6.324614], [0.494089, -0.462138, -5.126198], [-0.791925, 1.505948, -3.490165], [-0.230545, 2.665462, -2.809732], [0.334452, 3.661919, -3.812783], [-0.724858, 4.079135, -4.825123], [-1.295250, 2.843753, -5.509168], [-1.810150, 1.844732, -4.481738], [-2.401161, -0.478597, -2.464857], [-3.343598, -1.143900, -3.357393], [-4.633061, -0.345926, -3.533969], [-5.250644, 0.023123, -2.189396], [-4.222023, 0.739332, -1.322134], [-2.978850, -0.127032, -1.174095], [-1.356693, -2.781380, -4.726280], [-0.864900, -2.706599, -3.038970], [0.711863, -4.137569, -4.273623], [1.545993, -2.682496, -3.811375], [0.608899, -3.538275, -6.568756], [2.139328, -2.831025, -6.104620], [-0.485145, -1.477183, -6.725989], [1.137722, -0.948028, -7.110394], [0.189961, 0.536431, -5.433941], [1.501000, -0.377891, -4.688628], [0.548237, 2.318813, -2.145982], [-1.008241, 3.161738, -2.201805], [1.174386, 3.192264, -4.334870], [0.729568, 4.527236, -3.276229], [-0.309030, 4.768298, -5.561518], [-1.530163, 4.615326, -4.309540], [-0.518926, 2.372853, -6.120336], [-2.111639, 3.111232, -6.183191], [-2.136118, 0.926637, -4.976733], [-2.688314, 2.269249, -3.971532], [-3.576265, -2.134750, -2.940260], [-2.866456, -1.299608, -4.323908], [-5.332092, -0.930400, -4.136283], [-4.412966, 0.566305, -4.095598], [-5.572037, -0.890031, -1.674801], [-6.142718, 0.635868, -2.328929], [-4.630580, 0.951854, -0.330143], [-3.948431, 1.699045, -1.773927], [-3.254595, -1.052901, -0.652543], [-2.218010, 0.363731, -0.568123]], "forces_ev_per_angstrom": [[-1.75, -1.11, 1.43], [0.98, 0.02, -0.09], [-0.15, -0.15, -0.22], [0.38, 0.67, -0.24], [-0.48, -0.74, 0.20], [0.12, 0.20, 0.25], [0.09, -0.13, -0.05], [-0.30, 0.18, -0.26], [-0.03, 0.03, 0.00], [0.03, -0.01, 0.05], [0.00, 0.01, 0.07], [-0.01, 0.02, -0.05], [0.01, 0.02, 0.04], [-0.01, 0.00, 0.00], [0.05, 0.01, 0.01], [0.03, 0.10, 0.05], [-0.07, -0.07, 0.01], [-0.20, -0.02, 0.04], [-0.01, 0.29, -0.09], [-0.01, -0.04, -0.11], [0.11, -0.31, 0.09], [-0.07, 0.04, -0.07], [0.02, -0.02, 0.02], [0.01, -0.07, 0.03], [-0.02, 0.01, -0.03], [0.22, -0.04, -0.08], [0.02, -0.04, 0.02], [0.02, 0.03, 0.02], [0.01, 0.01, 0.05], [0.01, -0.01, 0.02], [0.00, -0.03, 0.00], [-0.02, -0.01, -0.02], [0.00, 0.01, -0.01], [0.00, 0.00, -0.01], [-0.01, -0.01, 0.00], [0.00, 0.00, 0.00], [0.01, -0.03, 0.00], [0.00, 0.00, 0.01], [0.00, 0.00, -0.01], [0.00, 0.03, 0.00], [-0.09, -0.04, 0.02], [-0.01, -0.02, -0.04], [-0.02, -0.03, -0.07], [0.00, 0.01, 0.01], [0.03, -0.01, 0.02], [-0.01, -0.01, 0.00], [0.00, 0.00, 0.00], [0.00, -0.01, -0.01], [-0.01, -0.01, 0.00], [0.00, 0.00, 0.00], [-0.01, 0.00, -0.01], [0.01, 0.01, 0.00], [0.00, 0.00, -0.02], [-0.01, 0.00, 0.00], [-0.07, 0.06, -0.08], [0.21, -0.07, -0.12], [-0.22, 0.04, -0.14], [0.07, -0.09, -0.07], [-0.14, 0.11, 0.07], [0.09, -0.02, -0.01], [0.09, -0.03, -0.12], [-0.07, 0.10, 0.09], [-0.07, -0.14, 0.01], [0.10, 0.01, -0.07], [-0.08, 0.03, 0.01], [-0.02, 0.39, 0.18], [1.27, 0.56, -0.32], [0.04, 0.03, 0.00], [-0.01, 0.01, -0.02], [0.01, 0.02, 0.00], [0.00, -0.02, -0.01], [0.02, -0.01, -0.02], [-0.03, -0.03, 0.02], [-0.61, 0.21, -0.87], [0.29, 0.34, 0.59], [0.15, -0.09, 0.04], [-0.19, -0.09, 0.17], [-0.01, 0.06, 0.25], [0.01, -0.13, -0.02], [-0.01, 0.11, -0.03], [0.11, 0.20, -0.18], [-0.04, -0.02, 0.01], [-0.16, 0.04, -0.12], [0.03, 0.00, -0.01], [-0.01, 0.04, 0.01], [-0.01, 0.02, -0.06], [-0.07, -0.05, -0.04], [0.30, 0.07, 0.11], [-0.01, -0.08, -0.18], [0.01, 0.01, -0.01], [-0.02, -0.02, -0.01], [-0.01, 0.00, 0.06], [-0.01, -0.01, 0.12], [0.04, -0.02, 0.04], [0.17, -0.01, -0.18], [-0.05, -0.19, 0.01], [-0.07, 0.01, -0.12], [0.01, -0.01, 0.01], [0.01, 0.01, 0.02], [-0.01, 0.00, 0.00], [0.00, 0.00, 0.01], [0.12, -0.14, 0.00], [-0.11, -0.03, -0.06], [0.18, -0.05, 0.04], [0.03, 0.01, -0.02], [0.00, 0.01, 0.01], [-0.01, 0.01, 0.00], [0.01, -0.01, 0.01], [0.01, -0.01, 0.00], [-0.02, 0.04, 0.01], [0.00, 0.00, 0.01], [0.00, 0.05, 0.01], [-0.01, 0.00, -0.03], [-0.04, 0.03, -0.02], [-0.05, 0.00, 0.07], [0.01, -0.01, 0.02], [0.00, 0.01, 0.01], [0.00, 0.00, -0.01], [0.02, 0.00, -0.01], [0.01, -0.01, -0.01], [0.01, -0.02, -0.01], [-0.06, -0.01, -0.01], [0.00, 0.02, -0.01]], "lowdin_charge": [1.386, 0.042, -0.080, -0.539, 0.122, 0.048, 0.093, -0.018, 0.095, 0.104, -0.038, -0.556, -0.029, -0.058, -0.130, 0.036, -0.086, -0.072, -0.182, 0.066, -0.180, 0.076, -0.132, 0.027, -0.061, -0.056, -0.558, -0.060, -0.031, -0.036, 0.093, 0.079, 0.093, 0.094, 0.097, 0.083, 0.093, 0.092, 0.089, 0.113, 0.062, 0.114, 0.104, 0.123, 0.120, 0.091, 0.093, 0.091, 0.096, 0.083, 0.094, 0.094, 0.093, 0.081, 0.092, -0.601, -0.207, -0.166, 0.036, 0.031, -0.146, -0.014, -0.057, -0.050, -0.016, -0.214, 0.089, 0.129, 0.129, 0.122, 0.112, 0.112, 0.088, -0.363, 0.628, -0.200, -0.193, -0.171, -0.182, -0.171, -0.196, -0.206, -0.225, -0.177, -0.199, -0.180, -0.214, -0.183, -0.203, -0.176, -0.196, -0.172, -0.216, 0.117, 0.104, 0.117, 0.087, 0.111, 0.111, 0.116, 0.115, 0.083, 0.112, 0.074, 0.125, 0.118, 0.114, 0.113, 0.116, 0.106, 0.118, 0.109, 0.116, 0.128, 0.097, 0.117, 0.100, 0.115, 0.113, 0.112, 0.111, 0.112, 0.084]}

---

# 2
{"formula": "C3H10O4", "method": "ωB97M-V with the def2-TZVPD basis set", "total_energy_ha": -421.02099, "e_homo_ev": -7.992, "relative_energy_ev": 7.186, "elements": ["O", "C", "O", "C", "C", "H", "H", "H", "H", "H", "H", "H", "H", "O", "H", "H", "O"], "coordinates": [[-2.865214, 0.148905, 0.972448], [1.139586, -0.172513, 0.132948], [1.007790, -1.248996, -0.411011], [2.146067, 0.861983, -0.015036], [2.823081, 1.028865, -1.294013], [-1.971956, 1.860352, -1.272938], [0.436724, -0.063975, 0.981519], [2.079642, 1.482988, 0.874742], [2.700957, 1.959796, -1.850973], [3.906623, 1.018679, -1.114381], [2.593430, 0.145438, -1.885302], [-2.112015, 0.710001, -0.213554], [-1.354912, -2.418140, 0.962997], [-1.174033, -1.599447, 1.436693], [-3.819089, 0.114186, 1.099149], [-2.041423, -1.057711, 1.299981], [-1.604621, 0.994196, -1.034795]], "forces_ev_per_angstrom": [[-0.29, 0.01, 0.25], [-1.82, -2.15, 1.73], [1.46, 0.67, -1.13], [-1.03, 0.21, -1.18], [0.38, -0.66, 0.49], [0.11, -0.46, 0.15], [-0.24, 0.67, -0.03], [0.97, 0.49, -0.24], [-0.40, 0.15, 0.23], [0.18, 0.09, 0.29], [-0.12, 0.20, -0.32], [-0.49, -0.25, 0.38], [0.24, 0.00, 0.02], [-0.34, -0.25, 0.07], [0.13, 0.07, -0.15], [0.58, 0.44, 0.01], [0.70, 0.76, -0.59]], "nbo_charge": [-1.105, 0.238, -0.342, 0.242, -0.749, 0.453, 0.229, 0.234, 0.309, 0.297, 0.270, 0.509, 0.453, -1.000, 0.445, 0.508, -0.989]}

---

# 3
{"formula": "C2H3BrOS", "method": "ωB97M-V with the def2-TZVPD basis set", "smiles": "COC(=S)Br", "total_energy_ha": -3125.37769, "e_homo_ev": -8.665, "relative_energy_ev": 1.593, "elements": ["C", "C", "O", "S", "Br", "H", "H", "H"], "coordinates": [[0.553068, -1.068789, 0.324534], [-0.626997, 0.885166, -0.218728], [-0.479821, -0.325356, 0.518019], [0.783821, -2.587905, 1.332552], [1.920397, -0.486182, -0.880545], [-1.598353, 0.969013, -0.660871], [0.129812, 0.930514, -0.992550], [-0.681926, 1.683540, 0.577589]], "forces_ev_per_angstrom": [[1.06, -4.24, 3.13], [-0.64, 1.61, 1.29], [0.00, -0.27, -0.65], [-0.54, 3.96, -2.85], [0.05, -0.56, 0.21], [-0.68, -0.71, -0.36], [-0.11, 0.70, 0.31], [0.86, -0.51, -1.08]], "nbo_charge": [0.190, -0.286, -0.468, -0.159, 0.096, 0.206, 0.210, 0.211]}